# 1
{
  "formula": "C2H3N",
  "method": "wB97M-V/def2-TZVPD",
  "homo_lumo_gap_ev": 9.1,
  "total_energy_ha": -132.5957,
  "relative_energy_kcal_mol": 97.9,
  "homo_energy_ha": -0.3160,
  "lumo_energy_ev": 0.5,
  "species": ["C", "C", "N", "H", "H", "H"],
  "xyz": [[-0.5966, 0.1825, -0.3789], [0.7240, 0.0161, -0.0382], [1.7833, -0.2365, 0.4866], [-1.1015, -0.5968, -0.9337], [0.3575, -0.4580, 0.9727], [-1.0948, 1.1101, -0.1315]],
  "nbo_charge": [-0.71, 0.07, -0.37, 0.25, 0.53, 0.25]
}

---

# 2
{
  "formula": "C2H3N",
  "method": "wB97M-V/def2-TZVPD",
  "homo_lumo_gap_ev": 11.9,
  "total_energy_ha": -132.7129,
  "relative_energy_kcal_mol": 24.3,
  "homo_energy_ha": -0.4096,
  "lumo_energy_ev": 0.8,
  "species": ["C", "C", "N", "H", "H", "H"],
  "xyz": [[0.0787, -0.1775, -1.1236], [0.0176, 0.1435, 0.2155], [-0.1686, 0.1288, 1.4240], [0.3855, 0.6884, -1.9031], [0.9586, -0.7480, -1.0216], [-0.7416, -0.6376, -1.5949]],
  "nbo_charge": [-0.73, 0.27, -0.32, 0.25, 0.27, 0.26]
}

---

# 3
{
  "formula": "C2H3N2O",
  "method": "wB97M-V/def2-TZVPD",
  "homo_lumo_gap_ev": 13.4,
  "total_energy_ha": -262.4321,
  "relative_energy_kcal_mol": 28.6,
  "charge": 1,
  "homo_energy_ha": -0.7164,
  "lumo_energy_ev": -6.0,
  "species": ["C", "C", "N", "N", "O", "H", "H", "H"],
  "xyz": [[0.4807, -0.0472, 0.5462], [0.1742, -0.6475, -0.9452], [-1.1794, 2.0889, 1.4592], [-0.8444, 1.1199, 1.0904], [1.2341, -0.0925, 1.3854], [-0.7514, -1.3176, -0.8867], [1.0435, -1.2195, -1.0262], [-0.1573, 0.1156, -1.6230]],
  "nbo_charge": [0.82, -0.63, 0.27, -0.04, -0.29, 0.30, 0.28, 0.29]
}

---

# 4
{
  "formula": "C2H3N2O",
  "method": "wB97M-V/def2-TZVPD",
  "homo_lumo_gap_ev": 11.0,
  "total_energy_ha": -262.3631,
  "relative_energy_kcal_mol": 71.9,
  "charge": 1,
  "homo_energy_ha": -0.6732,
  "lumo_energy_ev": -7.4,
  "species": ["C", "C", "N", "N", "O", "H", "H", "H"],
  "xyz": [[-1.2693, 0.3191, 0.1258], [0.9058, 0.3619, -0.0727], [-1.2468, -0.9055, 0.1560], [0.7687, -0.8902, 0.0954], [-0.1605, 1.0940, 0.0798], [-2.1590, 0.8575, -0.0864], [1.7920, 0.8362, -0.1370], [1.3689, -1.6730, -0.1609]],
  "nbo_charge": [0.28, 0.48, 0.01, -0.42, -0.36, 0.29, 0.25, 0.47]
}